1.
Formula: C6H6F3N
Source: the Open Molecules 2025 dataset
Level of theory: ωB97M-V/def2-TZVPD

Values from the calculation:
E_HOMO: -0.2892 Eh
Kohn-Sham gap: 0.2827 Ha
energy: -586.470865 hartree
relative energy (zero: lowest compared OMol25 entry of this formula, charge and spin): 3.7 kcal per mole
maximum force: 4.99 eV/Å

The geometry in ORCA input format:
```
! wB97M-V def2-TZVPD RIJCOSX def2/J DEFGRID3
* xyz 0 1
C 1.0008 0.1148 -0.9805
C -0.4207 0.2628 -1.2381
C 1.6645 -0.1497 0.1569
C -2.2387 0.4656 0.3913
C -3.4281 -0.1808 1.0029
C 3.0833 -0.1144 0.1002
N -1.3142 0.2228 -0.3379
F 3.8469 -0.8615 1.0805
F 3.5510 -0.4108 -1.1005
F 3.6431 1.1480 0.2530
H 1.5500 0.4549 -1.8548
H -0.8897 0.4872 -2.1845
H 1.2505 -0.4773 1.1051
H -3.5430 -1.3358 0.8632
H -4.3827 0.2887 0.6171
H -3.3728 0.0856 2.1260
*
```

2.
Formula: C6H6FN3
Source: the Open Molecules 2025 dataset
Level of theory: ωB97M-V/def2-TZVPD

Values from the calculation:
SMILES string: C=C/C(F)=C/n1cncn1
E_HOMO: -0.3272 Eh
Kohn-Sham gap: 0.3378 Ha
energy: -496.286197 hartree
relative energy (zero: lowest compared OMol25 entry of this formula, charge and spin): 7.7 kcal per mole
maximum force: 3.87 eV/Å

The geometry in ORCA input format:
```
! wB97M-V def2-TZVPD RIJCOSX def2/J DEFGRID3
* xyz 0 1
C -2.8436 -0.8333 0.0077
C -1.8652 0.0961 0.0399
C -0.4791 -0.4051 -0.0222
F -0.3623 -1.7518 0.0035
C 0.6179 0.3525 0.0476
N 1.9857 -0.0022 -0.0744
C 2.9937 0.8775 -0.0205
N 4.1475 0.2424 0.0493
C 3.8107 -1.0714 0.0049
N 2.4915 -1.2379 -0.0088
H -3.8408 -0.7160 -0.0370
H -2.6474 -1.9347 0.0185
H -1.9443 1.1106 -0.1219
H 0.3590 1.3384 0.1326
H 2.7421 1.9702 -0.0125
H 4.3678 -1.9686 0.0483
*
```

3.
Formula: C6H6FN3O
Source: the Open Molecules 2025 dataset
Level of theory: ωB97M-V/def2-TZVPD

Values from the calculation:
SMILES string: NNC(=O)c1ccnc(F)c1
E_HOMO: -0.3713 Eh
Kohn-Sham gap: 0.3293 Ha
energy: -571.500381 hartree
relative energy (zero: lowest compared OMol25 entry of this formula, charge and spin): 0.0 kcal per mole
maximum force: 8.03 eV/Å

The geometry in ORCA input format:
```
! wB97M-V def2-TZVPD RIJCOSX def2/J DEFGRID3
* xyz 0 1
N -3.3231 -1.0253 0.1938
N -1.8255 -1.0236 0.1071
C -1.2756 0.2713 -0.1541
O -1.9623 1.2330 -0.5354
C 0.1174 0.2814 0.1767
C 0.9512 1.5310 -0.0424
C 2.3463 1.4373 0.1214
N 3.0777 0.3290 0.2366
C 2.3701 -0.7575 0.0391
F 3.0357 -1.9119 -0.4390
C 1.0190 -0.8049 -0.0099
H -3.5525 -1.2282 -0.7417
H -3.6910 0.0262 0.1388
H -1.4880 -1.4687 1.2172
H 0.4817 2.5446 -0.0963
H 3.0696 2.4007 -0.0472
H 0.6493 -1.8342 -0.1647
*
```

4.
Formula: C6H6GdO3
Source: the Open Molecules 2025 dataset
Level of theory: ωB97M-V/def2-TZVPD

Values from the calculation:
E_HOMO (alpha / beta): -0.4340 / -0.4585 Eh
⟨S²⟩: 15.79
Kohn-Sham gap (alpha / beta): 0.3176 / 0.1808 Ha
energy: -1223.119806 hartree
relative energy (zero: lowest compared OMol25 entry of this formula, charge and spin): 118.2 kcal per mole
maximum force: 5.36 eV/Å

The geometry in ORCA input format:
```
! wB97M-V def2-TZVPD RIJCOSX def2/J DEFGRID3
* xyz 1 8
C 0.4988 1.4222 -0.8920
C -0.5971 0.6989 -0.9604
C -1.0505 -0.0390 -2.1977
C -0.9289 -1.5619 -2.0779
O -0.3672 -1.9652 -0.8856
Gd 0.6066 -1.6387 0.9613
H -1.1861 0.6476 -0.0403
H -0.4670 0.2869 -3.0717
H -2.1031 0.2163 -2.4028
H -0.3337 -1.9307 -2.9387
H -1.9402 -1.9981 -2.2089
O 1.4072 2.1390 -0.6867
H 3.1206 2.8682 3.3904
C 2.6471 1.8936 3.3615
C 2.1865 0.8019 3.0551
O 1.6841 -0.2178 2.5223
*
```

5.
Formula: C6H6INO2S2
Source: the Open Molecules 2025 dataset
Level of theory: ωB97M-V/def2-TZVPD

Values from the calculation:
E_HOMO: -0.3195 Eh
Kohn-Sham gap: 0.3101 Ha
energy: -1531.381453 hartree
relative energy (zero: lowest compared OMol25 entry of this formula, charge and spin): 0.6 kcal per mole
maximum force: 4.16 eV/Å

The geometry in ORCA input format:
```
! wB97M-V def2-TZVPD RIJCOSX def2/J DEFGRID3
* xyz 0 1
C 1.5802 -0.3262 1.3090
C 0.6509 -2.2390 -0.1746
C 1.6700 0.9063 0.5035
C -1.6717 -0.7721 -0.6718
C -1.1968 -2.1024 -1.1793
C 1.0078 0.1838 -0.6751
N 0.9364 -0.9819 0.2394
O 2.0065 -0.8484 2.2565
O 2.6748 -3.2975 0.7817
S -0.6848 0.6496 -1.1937
S 1.4212 -3.6383 0.2012
I -0.5825 -2.1368 -3.3179
H 1.0500 1.7202 0.8478
H 2.6277 1.2645 0.3021
H -2.6868 -0.5384 -0.8740
H -1.5421 -0.8130 0.4938
H -1.6326 -3.1042 -0.8024
H 1.5717 0.0050 -1.6061
*
```

6.
Formula: C6H6INS
Source: the Open Molecules 2025 dataset
Level of theory: ωB97M-V/def2-TZVPD

Values from the calculation:
SMILES string: C#C/C(C=S)=N/[C@@H](C)I
E_HOMO: -0.3234 Eh
Kohn-Sham gap: 0.2947 Ha
energy: -982.692115 hartree
relative energy (zero: lowest compared OMol25 entry of this formula, charge and spin): 48.1 kcal per mole
maximum force: 4.37 eV/Å

The geometry in ORCA input format:
```
! wB97M-V def2-TZVPD RIJCOSX def2/J DEFGRID3
* xyz 0 1
C 2.5213 1.8645 -1.1597
C 1.4691 1.3178 -0.9721
C 0.2861 0.6704 -0.6986
C -0.9549 1.7687 -0.2618
S -1.0955 2.1304 1.2872
N 0.2603 -0.5646 -0.7168
C -0.6514 -1.4321 -0.2827
C -0.2600 -1.6828 1.3032
I -2.9103 -0.9320 -0.2821
H 3.4518 2.2924 -1.2808
H -1.2686 2.3625 -1.1764
H -0.6520 -2.3790 -0.8511
H -0.3938 -2.8058 1.5815
H -0.6622 -1.1118 2.1652
H 0.8600 -1.4986 1.3450
*
```

7.
Formula: C6H6InO2
Source: the Open Molecules 2025 dataset
Level of theory: ωB97M-V/def2-TZVPD

Values from the calculation:
E_HOMO (alpha / beta): -0.8527 / -0.8491 Eh
Kohn-Sham gap (alpha / beta): 0.2565 / 0.2628 Ha
energy: -571.231340 hartree
maximum force: 7.95 eV/Å

The geometry in ORCA input format:
```
! wB97M-V def2-TZVPD RIJCOSX def2/J DEFGRID3
* xyz 3 1
C 0.5661 1.7860 -0.4350
C -0.0319 0.8705 -1.1967
O -0.2137 0.4179 -2.2968
H 0.6316 2.7840 -0.8776
In -1.3664 -0.8972 -2.9364
O -1.7735 -1.6891 -1.1982
C -1.1664 -1.2107 -0.1075
C -0.6161 -1.4044 0.9816
C 1.1748 0.2794 1.4631
C 1.0459 1.5212 0.9014
H -2.1921 -2.5570 -1.0673
H -0.2649 -2.0638 1.7598
H 1.7922 -0.4599 0.9408
H 1.1957 0.2166 2.5540
H 1.2190 2.4065 1.5146
*
```

8.
Formula: C6H6LuO3
Source: the Open Molecules 2025 dataset
Level of theory: ωB97M-V/def2-TZVPD

Values from the calculation:
E_HOMO (alpha / beta): -0.5589 / -0.5581 Eh
⟨S²⟩: 1.65
Kohn-Sham gap (alpha / beta): 0.1315 / 0.1262 Ha
energy: -1692.475252 hartree
relative energy (zero: lowest compared OMol25 entry of this formula, charge and spin): 10.6 kcal per mole
maximum force: 4.81 eV/Å

The geometry in ORCA input format:
```
! wB97M-V def2-TZVPD RIJCOSX def2/J DEFGRID3
* xyz 2 2
O 2.5410 2.9561 -0.1356
C 1.9252 2.6535 -1.1671
O 2.3079 2.5670 -2.3415
C 0.0257 -0.8709 0.8921
H -0.1232 -0.3348 1.8426
H 1.1144 -0.8954 0.7338
C -0.5425 -2.2761 0.9749
H -0.3472 -2.8566 0.0557
H -0.0529 -2.8415 1.7760
H -1.6128 -2.2755 1.2525
C 0.4466 2.2441 -0.9697
C -0.1593 1.3201 -0.2989
C -0.5712 -0.0190 -0.1920
O -1.3630 -0.5139 -1.0444
Lu -3.2012 -1.7456 -1.1448
H -0.3878 2.8884 -0.2336
*
```